# C10H13CuNO5

A structure of composition C10H13CuNO5 in a non-equilibrium geometry (the ωB97M-V functional and the def2-TZVPD basis, OMol25).

```
30
Properties=species:S:1:pos:R:3
Cu 0.6926 0.5869 -0.6309
O 3.2061 -0.7290 -1.1907
C 2.5428 0.2839 -1.0419
C 0.6067 2.5879 -0.8748
O -0.3278 3.2334 -0.5470
C 0.1695 0.4615 -2.5362
O -0.2839 0.8978 -3.4939
C 2.0942 1.0250 1.0156
O 2.9419 1.0919 1.7908
C 2.7777 1.6405 -1.7790
H 3.7424 1.9692 -1.4033
H 2.7684 1.4755 -2.8704
C 1.9092 2.9478 -1.5904
H 1.6255 3.4785 -2.5301
H 2.4214 3.7588 -1.0174
C -2.6361 -2.7023 1.8365
N -2.1064 -1.3912 1.4918
C -2.6830 -0.2137 2.0739
C -1.0671 -1.1990 0.6876
C -0.3702 -2.3505 0.0419
O -0.7176 0.0229 0.5682
H -3.5197 -2.5471 2.4408
H -1.8843 -3.2834 2.3671
H -2.8690 -3.2673 0.9355
H -1.9711 0.3224 2.7033
H -3.0362 0.4938 1.3225
H -3.5239 -0.5479 2.6636
H -0.1569 -2.1721 -1.0157
H 0.5986 -2.5867 0.5048
H -0.9441 -3.2877 0.0778
```

## Properties
Spin multiplicity ... 2
HOMO energy (spin up / spin down) ... -16.382 / -16.372 eV
<S²> ... 0.81
Charge ... +2
Molar mass ... 290.8 g mol⁻¹
LUMO (spin up / spin down) ... -0.400 / -0.396 Eh
Max |F| ... 7.5 eV Å⁻¹